No. 1
This record from the Open Molecules 2025 dataset describes a 2-piece molecular cluster, C4H9NO3 overall in a non-equilibrium geometry. The level of theory is ωB97M-V/def2-TZVPD.

Geometry (Å):
O: -0.538 0.280 1.444
O: 2.926 -1.721 -0.572
O: -1.585 -1.288 0.107
N: 1.755 -1.049 -0.896
C: -0.641 0.334 -1.429
C: -0.749 1.672 1.570
C: 0.763 -1.403 -0.190
C: -0.541 -0.720 -0.366
H: -1.002 1.915 2.606
H: 0.178 2.188 1.312
H: 0.812 -2.193 0.556
H: -1.422 -0.413 1.242
H: 3.573 -1.373 -1.201
H: -1.627 0.791 -1.401
H: 0.128 1.094 -1.300
H: -1.553 2.028 0.915
H: -0.478 -0.141 -2.397

## Properties
* M: 119.1 g mol⁻¹
* multiplicity: 1
* orbital gap: 10.26 eV
* net charge: 0
* highest occupied orbital energy: -10.05 eV

No. 2
This record from the Open Molecules 2025 dataset describes a 2-piece molecular cluster, C7H13N overall in a non-equilibrium geometry. The level of theory is ωB97M-V/def2-TZVPD.

Geometry (Å):
N: 0.153 1.904 -0.039
C: 0.016 -1.512 -0.224
C: 1.049 -0.516 -0.808
C: 1.181 0.374 1.616
C: 0.853 0.679 0.100
C: -1.385 0.699 -1.491
C: -0.681 0.714 -0.296
C: -0.994 -0.654 0.704
H: -2.436 1.056 -0.936
H: 0.218 2.185 0.898
H: 1.878 1.418 1.930
H: 0.537 -2.208 0.457
H: -1.199 1.777 -2.122
H: -2.000 -0.859 0.636
H: -1.410 -0.202 -2.120
H: 2.158 -0.682 1.118
H: -0.706 -0.897 1.849
H: -0.437 -2.183 -0.935
H: 2.129 -1.106 -0.845
H: 0.866 -0.121 -1.957
H: 0.210 0.134 2.464

## Properties
* M: 111.2 g mol⁻¹
* multiplicity: 1
* orbital gap: 8.36 eV
* net charge: 0
* highest occupied orbital energy: -7.54 eV

No. 3
This record from the Open Molecules 2025 dataset describes one molecule with the formula C5H11N3O in a non-equilibrium geometry. The level of theory is ωB97M-V/def2-TZVPD.

Geometry (Å):
O: 2.670 -0.523 0.615
N: 0.849 0.721 -0.364
N: -1.509 0.433 1.142
N: 0.008 -2.272 0.345
C: -1.585 0.208 -0.272
C: -0.311 -0.047 -0.906
C: 0.540 -1.284 -0.550
C: 1.119 2.134 0.086
C: 1.611 -0.335 0.072
H: -2.438 0.563 1.587
H: 0.717 -2.450 1.070
H: -1.096 -0.370 1.616
H: -2.177 -0.653 -0.683
H: 0.994 -1.702 -1.449
H: 1.484 2.224 1.139
H: 1.870 2.655 -0.541
H: 0.165 2.677 -0.099
H: -0.488 0.096 -1.969
H: -2.121 1.053 -0.677
H: -0.301 -3.129 -0.161

## Properties
* M: 129.2 g mol⁻¹
* multiplicity: 1
* orbital gap: 10.05 eV
* net charge: 0
* highest occupied orbital energy: -9.23 eV

No. 4
This record from the Open Molecules 2025 dataset describes a 15-piece molecular cluster, C42H120Br3F6N10O16S2 overall in a non-equilibrium geometry. The level of theory is ωB97M-V/def2-TZVPD.

Geometry (Å):
Br: -3.368 -0.652 1.954
Br: -0.537 -2.344 -3.376
Br: -3.600 3.229 -1.692
S: 3.131 2.191 -3.563
S: 4.166 -6.996 0.689
F: 2.275 -5.255 -0.111
F: 3.504 -4.515 1.487
F: 3.762 4.300 -5.166
F: 2.658 2.739 -6.264
F: 1.710 4.016 -4.839
F: 4.321 -4.591 -0.511
O: -6.255 -0.721 -1.012
O: 0.303 -1.290 0.993
O: 1.861 5.597 0.955
O: 4.487 1.627 -3.675
O: 3.514 -4.904 4.821
O: 1.225 1.155 4.018
O: 3.470 -7.527 1.864
O: -2.110 0.523 -5.497
O: -1.803 7.004 -0.373
O: 5.623 -6.807 0.925
O: -3.303 3.467 2.647
O: 3.813 -7.772 -0.490
O: 2.145 1.122 -3.511
O: 2.973 3.052 -2.420
O: -4.423 -6.178 0.648
O: 4.714 -0.684 -1.308
N: 2.043 -7.270 4.186
N: 2.899 -1.552 -3.342
N: 3.476 2.591 5.035
N: -2.215 6.427 -3.288
N: -8.322 -1.556 0.450
N: -2.543 -4.224 2.261
N: 5.143 4.407 -0.841
N: -1.489 0.120 -0.885
N: -5.714 1.968 1.366
N: 0.037 -0.853 -6.552
C: 3.972 -2.458 -2.764
C: -3.447 -5.322 0.007
C: 0.143 0.286 4.147
C: -7.000 -3.406 1.637
C: -2.230 -5.258 1.097
C: 3.889 -8.644 5.375
C: 2.930 4.747 0.511
C: 4.170 -6.107 4.913
C: 1.058 -2.460 1.401
C: -4.588 3.997 2.808
C: 2.803 3.374 -5.079
C: 4.105 5.443 -0.329
C: 4.448 -3.672 -3.628
C: -5.340 -0.523 -2.045
C: 0.088 0.719 -6.441
C: 5.704 0.197 -0.905
C: 3.513 -5.180 0.343
C: -7.043 4.151 1.818
C: -0.193 1.745 0.530
C: -0.909 6.330 -2.598
C: -0.415 1.301 -7.824
C: 3.208 -7.249 5.250
C: -6.092 -2.060 -0.430
C: -0.015 0.693 -0.595
C: 0.903 -0.509 -0.055
C: -0.805 1.050 -5.265
C: 2.295 6.461 1.970
C: 4.964 1.082 3.665
C: -6.903 -2.066 0.902
C: -0.855 7.251 -1.411
C: -3.037 1.296 -4.696
C: -1.933 -6.556 1.893
C: 5.173 -1.647 -2.320
C: 0.117 6.673 -3.686
C: -1.794 5.856 0.530
C: -2.328 3.909 3.460
C: 3.550 1.642 3.749
C: 3.673 6.283 -1.557
C: 2.480 0.548 3.880
C: -5.601 3.549 1.671
C: 4.188 -3.696 4.548
C: -5.483 -6.713 -0.158
H: -7.751 3.708 2.519
H: 0.260 1.221 -1.508
H: 3.204 -9.435 5.069
H: -0.001 7.655 -4.145
H: -3.825 -4.320 -0.194
H: -6.016 -5.920 -0.682
H: 2.937 7.033 -1.266
H: -7.559 4.227 0.860
H: -0.893 5.259 -2.394
H: 3.333 6.785 1.893
H: -2.708 5.574 -3.066
H: 0.157 5.960 -4.509
H: 0.608 -2.706 2.363
H: 3.316 4.120 1.315
H: 3.109 -1.264 -4.287
H: 1.111 1.059 -6.282
H: 5.301 -4.229 -3.240
H: -5.056 -2.244 -0.145
H: 2.344 5.873 2.886
H: -4.045 0.926 -4.882
H: -0.048 0.859 -8.750
H: 0.836 -3.277 0.715
H: 5.200 0.981 2.605
H: 0.723 2.325 0.639
H: -8.831 -1.344 1.296
H: -1.382 3.380 3.354
H: -7.385 -3.257 2.645
H: -3.065 2.359 -4.939
H: -0.801 0.827 4.072
H: 0.240 -0.611 3.536
H: -6.607 -1.209 1.508
H: -6.260 -7.258 0.378
H: -4.538 5.075 2.960
H: 0.170 7.352 -1.055
H: -2.811 5.625 0.846
H: 5.707 1.737 4.120
H: 5.901 4.999 -1.147
H: 3.042 5.787 -2.295
H: 2.369 -7.443 3.245
H: 4.491 6.817 -2.039
H: 3.546 -4.278 -3.711
H: -3.420 -4.407 2.729
H: 1.953 -1.895 -3.254
H: -0.081 -1.231 -5.623
H: 0.023 -0.229 5.100
H: 1.713 -6.315 4.177
H: 6.462 -0.475 -0.503
H: -2.934 0.992 -3.655
H: 5.737 -1.249 -3.163
H: -0.801 2.121 -5.065
H: -2.012 -7.403 1.210
H: -8.884 -2.237 -0.041
H: -1.264 6.066 1.459
H: 3.478 -2.784 -1.848
H: 5.432 3.945 0.010
H: 0.869 -1.218 -6.992
H: 4.331 -8.994 6.308
H: 2.888 -0.658 -2.873
H: -5.127 3.964 0.781
H: -1.188 8.248 -1.700
H: 2.103 -2.216 1.590
H: 2.500 2.809 5.176
H: 4.993 -6.127 5.628
H: -5.091 3.661 3.714
H: 3.334 2.413 3.009
H: -4.340 -0.947 -1.951
H: 5.054 -3.968 3.945
H: -5.631 -1.038 -2.961
H: -1.061 2.380 0.352
H: -1.492 1.202 -7.964
H: 5.828 -2.328 -1.776
H: -2.831 7.021 -2.752
H: 1.175 6.625 -3.427
H: -0.224 2.374 -7.844
H: -1.332 4.928 0.193
H: 5.505 0.732 0.023
H: 2.422 -0.208 3.096
H: -6.207 -2.964 -1.029
H: -3.090 -5.808 -0.901
H: 1.178 -7.768 4.338
H: -2.777 -3.368 1.778
H: 2.389 4.073 -0.154
H: 3.793 2.189 5.905
H: 4.791 6.105 0.200
H: 4.730 3.857 -1.581
H: 4.713 -8.668 4.662
H: -6.180 1.536 2.151
H: -0.932 -6.425 2.304
H: -6.074 -3.964 1.775
H: -6.334 1.851 0.577
H: -2.156 4.984 3.510
H: 6.130 0.885 -1.636
H: 1.615 7.277 2.215
H: -2.777 -6.752 2.554
H: -2.568 3.615 4.482
H: -1.528 -0.574 -1.618
H: -0.368 0.468 -4.453
H: 4.009 3.421 4.822
H: -8.241 -0.668 -0.024
H: 2.739 0.008 4.791
H: -5.241 0.557 -2.150
H: -1.804 -4.067 2.931
H: 5.095 0.044 3.970
H: 4.654 -3.522 -4.688
H: -6.943 5.209 2.060
H: -4.849 1.475 1.194
H: -2.290 6.555 -4.287
H: -2.226 0.797 -1.016
H: -0.423 1.337 1.515
H: -0.783 -0.968 -7.131
H: -7.747 -4.026 1.142
H: -1.368 -4.970 0.495
H: 4.679 -6.345 3.979
H: 2.715 -7.057 6.203
H: 1.013 -1.263 -0.835
H: -5.089 -7.366 -0.937
H: 3.598 -2.957 4.006
H: -1.716 -0.503 -0.123
H: 4.642 -3.278 5.447
H: 1.881 -0.144 0.261

## Properties
* M: 1439.3 g mol⁻¹
* multiplicity: 1
* orbital gap: 6.58 eV
* net charge: +5
* highest occupied orbital energy: -16.01 eV

No. 5
This record from the Open Molecules 2025 dataset describes a 2-piece molecular cluster, C4H12N2 overall in a non-equilibrium geometry. The level of theory is ωB97M-V/def2-TZVPD.

Geometry (Å):
N: 1.176 -4.321 1.083
N: -1.307 4.559 -1.036
C: -2.398 2.605 0.046
C: 1.161 -3.041 0.120
C: 1.737 -1.653 0.400
C: -1.910 3.248 -0.965
H: -2.970 1.632 0.044
H: 1.068 -0.715 0.715
H: 2.278 -1.328 -0.495
H: -0.829 4.684 -1.859
H: 2.235 -4.389 1.290
H: 2.502 -1.815 1.194
H: 1.793 -3.502 -0.719
H: -2.085 2.819 -1.993
H: -0.571 4.827 -0.429
H: 0.178 -2.874 -0.366
H: 0.777 -3.909 2.009
H: -2.836 3.172 0.962

## Properties
* M: 88.2 g mol⁻¹
* multiplicity: 1
* orbital gap: 9.67 eV
* net charge: 0
* highest occupied orbital energy: -8.76 eV

No. 6
This record from the Open Molecules 2025 dataset describes C24H43N2P3ReSSe as an isolated structure in a non-equilibrium geometry. The level of theory is ωB97M-V/def2-TZVPD.

Geometry (Å):
Re: 0.507 0.573 0.401
Se: -2.574 1.066 -0.226
S: 2.449 -3.673 3.071
P: 0.205 1.643 2.281
P: 0.608 2.232 -1.053
P: 2.537 -0.423 -0.924
N: 0.946 -1.967 1.659
N: 2.716 -1.034 3.012
C: 2.771 -0.184 -2.768
C: -1.193 2.738 2.542
C: -4.542 0.142 -2.080
C: 1.992 -2.067 2.476
C: -4.328 1.085 -1.061
C: -0.809 -3.580 0.821
C: 3.082 -2.178 -0.771
C: 1.066 -4.273 2.215
C: -6.863 0.808 -2.307
C: -5.397 1.961 -0.727
C: 4.121 0.361 -0.366
C: 0.054 2.014 -2.800
C: 0.746 -5.610 2.036
C: -0.824 -1.046 -1.512
C: 0.052 0.491 3.680
C: -1.126 -4.930 0.648
C: 0.347 -3.243 1.542
C: 2.234 3.084 -1.303
C: -5.791 0.000 -2.667
C: 1.689 2.676 2.577
C: -6.644 1.799 -1.334
C: -0.380 3.749 -0.683
C: 0.003 -2.008 -1.960
C: -0.347 -5.941 1.235
H: -1.155 2.987 3.602
H: 3.623 -2.507 -1.673
H: 1.368 -6.351 2.529
H: -5.173 2.745 0.001
H: 1.545 3.621 2.030
H: 2.965 0.868 -3.017
H: 2.624 2.195 2.242
H: -1.472 -1.217 -0.602
H: 0.594 1.214 -3.326
H: -0.168 4.452 -1.504
H: -1.105 3.634 1.930
H: 0.607 -1.796 -2.855
H: -1.131 -0.212 -2.172
H: -7.836 0.655 -2.758
H: 1.698 2.828 3.663
H: -0.063 4.195 0.269
H: 1.979 0.396 1.046
H: 1.996 3.962 -1.926
H: 4.830 0.419 -1.208
H: 1.009 -0.011 3.879
H: -0.608 -6.993 1.076
H: 2.916 -0.248 2.379
H: -0.714 -0.276 3.497
H: -1.461 3.515 -0.647
H: -1.024 1.795 -2.825
H: 1.903 -0.527 -3.343
H: -3.700 -0.482 -2.396
H: 3.531 -1.369 3.537
H: -5.874 -0.785 -3.408
H: -2.131 2.230 2.281
H: -0.250 1.140 4.510
H: 2.637 3.395 -0.325
H: 2.955 2.426 -1.812
H: 0.282 -2.777 -1.216
H: -1.988 -5.195 0.024
H: -1.407 -2.781 0.386
H: 3.648 -0.780 -3.077
H: 3.776 -2.276 0.077
H: 0.241 2.973 -3.308
H: -7.490 2.437 -1.061
H: 3.928 1.367 0.027
H: 2.247 -2.865 -0.608
H: 4.543 -0.268 0.430

## Properties
* M: 749.8 g mol⁻¹
* multiplicity: 4
* ⟨S²⟩: 3.81
* orbital gap (alpha / beta): 4.51 / 3.95 eV
* net charge: +4
* highest occupied orbital energy (alpha / beta): -18.62 / -18.84 eV

Table of E (eV), in record order: -11922.9768 -8949.5839 -11880.2566 -341213.4918 -7319.9594 -134698.8998
Table of ΔE to the lowest compared entry with this formula, charge and spin (kJ/mol), in record order: 440.43 998.52 146.12 291.48 296.15 426.87